The following is a DFT calculation (ωB97M-V/def2-TZVPD) of a molecular structure, C24H33BrN4OPdS.

The geometry in ORCA input format:
```
! RIJCOSX wB97M-V def2-TZVPD def2/J DEFGRID3
* xyz 2 1
Pd -1.20 1.63 0.11
C -6.84 1.49 -2.13
C -6.55 1.47 -0.64
N -5.35 0.68 -0.33
C -4.14 1.21 -0.16
S -2.85 0.11 0.32
N -3.95 2.49 -0.31
N -2.67 2.90 -0.07
C -2.43 4.17 -0.01
C -3.52 5.17 -0.17
C -1.05 4.55 0.32
C -0.62 5.86 0.34
C 0.68 6.15 0.74
C 1.50 5.11 1.15
C 1.00 3.82 1.08
N -0.23 3.53 0.66
H -7.78 2.02 -2.31
H -6.95 0.48 -2.53
H -6.05 2.00 -2.68
H -7.37 1.02 -0.08
H -6.38 2.47 -0.26
H -5.43 -0.32 -0.30
H -4.31 4.78 -0.81
H -3.15 6.11 -0.57
H -3.96 5.37 0.81
H -1.29 6.66 0.06
H 1.03 7.17 0.76
H 2.50 5.29 1.50
H 1.61 2.98 1.40
C 4.91 -4.22 -0.03
C 4.87 -2.72 -0.33
C 5.73 -1.97 0.72
C 5.47 -2.48 -1.74
C 3.51 -2.14 -0.27
C 3.34 -0.76 -0.67
C 2.13 -0.19 -0.60
Br 1.82 1.56 -1.08
C 0.95 -0.94 -0.07
O -0.13 -0.39 0.06
C 1.13 -2.39 0.28
C 2.39 -2.89 0.19
C -0.05 -3.22 0.71
C -1.14 -3.19 -0.39
C 0.34 -4.69 0.93
C -0.60 -2.67 2.04
H 5.93 -4.58 -0.12
H 4.30 -4.79 -0.73
H 4.58 -4.44 0.99
H 6.75 -2.34 0.66
H 5.36 -2.15 1.73
H 5.75 -0.89 0.55
H 6.44 -2.97 -1.79
H 5.62 -1.43 -1.96
H 4.84 -2.91 -2.52
H 4.18 -0.20 -1.04
H 2.56 -3.92 0.46
H -0.75 -3.60 -1.33
H -1.52 -2.19 -0.58
H -1.97 -3.82 -0.07
H 0.75 -5.14 0.03
H -0.55 -5.25 1.20
H 1.06 -4.80 1.75
H -0.92 -1.63 1.96
H 0.15 -2.74 2.83
H -1.46 -3.26 2.34
*
```

Properties
* HOMO level: -13.35 eV
* Kohn-Sham gap: 0.144 Ha
* energy: -117773.4391 eV
* LUMO: -9.4387 eV